--- one ---
{"formula": "C2H2F2O2", "method": "wB97M-V/def2-TZVPD", "mol_weight_g_mol": 96.03, "homo_lumo_gap_ev": [7.91, 7.91], "homo_energy_ev": [-10.4, -10.4], "symbols": ["C", "C", "O", "O", "F", "F", "H", "H"], "coordinates": [[0.87, 0.14, 0.11], [-0.31, -0.44, 0.01], [2.06, -0.52, 0.15], [-2.38, 1.06, 0.16], [1.07, 1.44, 0.23], [-0.80, -1.65, -0.08], [1.92, -1.46, 0.15], [-2.42, 1.42, -0.74]], "lowdin_charge": [-0.388, 0.069, 0.135, -0.178, 0.149, 0.140, 0.111, -0.038]}

---

--- two ---
{"formula": "C2H2F2O2", "method": "wB97M-V/def2-TZVPD", "mol_weight_g_mol": 96.03, "homo_lumo_gap_ev": 10.54, "homo_energy_ev": -10.1, "symbols": ["C", "C", "O", "O", "F", "F", "H", "H"], "coordinates": [[0.18, 1.19, -0.46], [-0.16, -0.86, -0.08], [-0.05, 2.04, 0.33], [0.28, -0.99, 1.16], [1.04, 1.44, -1.52], [-1.47, -1.11, -0.22], [0.47, -1.27, -0.86], [-0.28, -0.45, 1.65]], "lowdin_charge": [-0.272, -0.262, 0.102, 0.114, 0.019, 0.078, 0.139, 0.082]}

---

Short version: one is the least stable of them.

---

--- one ---
{"formula": "C3H5O3", "method": "wB97M-V/def2-TZVPD", "mol_weight_g_mol": 89.07, "homo_lumo_gap_ev": 8.71, "homo_energy_ev": -4.4, "charge": -1, "symbols": ["C", "C", "O", "H", "H", "H", "H", "O", "C", "O", "H"], "coordinates": [[-1.25, -0.78, -2.86], [-1.01, -0.85, -1.54], [-0.10, -0.30, -0.77], [-2.15, -1.33, -3.07], [-1.06, -0.12, -3.67], [-1.66, -1.50, -0.94], [-0.30, 0.40, 0.17], [-0.07, 1.09, 1.18], [1.12, 0.77, 1.60], [1.40, -0.02, 2.48], [1.92, 1.33, 1.07]], "lowdin_charge": [-0.055, -0.391, -0.127, 0.000, 0.009, 0.095, 0.047, -0.115, -0.547, -0.027, 0.111]}

---

--- two ---
{"formula": "C3H5O3", "method": "wB97M-V/def2-TZVPD", "mol_weight_g_mol": 89.07, "homo_lumo_gap_ev": 8.17, "homo_energy_ev": -4.3, "charge": -1, "symbols": ["O", "C", "C", "H", "H", "H", "H", "O", "C", "O", "H"], "coordinates": [[0.65, 2.37, 2.01], [0.85, 1.34, 1.38], [0.53, 1.11, -0.02], [1.08, 0.45, 2.10], [-0.40, 0.37, -0.08], [0.25, 2.03, -0.57], [1.46, 0.55, -0.37], [0.02, -1.44, -1.29], [-1.09, -2.07, -1.17], [-2.23, -1.69, -1.54], [-1.11, -3.02, -0.46]], "lowdin_charge": [-0.030, -0.385, -0.091, 0.136, 0.127, 0.083, 0.097, -0.209, -0.661, -0.161, 0.094]}

---

Short version: one is the least stable of them.

---

--- one ---
{"formula": "C3H5O3", "method": "wB97M-V/def2-TZVPD", "mol_weight_g_mol": 89.07, "homo_lumo_gap_ev": 9.02, "homo_energy_ev": -4.8, "charge": -1, "symbols": ["C", "C", "O", "H", "H", "H", "H", "O", "C", "O", "H"], "coordinates": [[-2.45, 0.69, -0.48], [-1.27, 0.07, -0.20], [-0.51, 0.45, 0.87], [-2.92, 0.72, -1.51], [-2.85, 1.44, 0.23], [-0.75, -0.82, -0.77], [0.48, 0.30, 0.82], [1.99, 0.09, 1.13], [2.53, -0.66, 0.22], [2.10, -1.82, -0.15], [3.66, -0.47, -0.17]], "lowdin_charge": [-0.074, -0.305, -0.075, 0.037, 0.031, 0.140, 0.014, -0.162, -0.552, -0.167, 0.112]}

---

--- two ---
{"formula": "C3H5O3", "method": "wB97M-V/def2-TZVPD", "mol_weight_g_mol": 89.07, "homo_lumo_gap_ev": 8.08, "homo_energy_ev": -4.1, "charge": -1, "symbols": ["O", "C", "C", "H", "H", "H", "H", "O", "C", "O", "H"], "coordinates": [[-2.58, 1.73, -1.01], [-1.91, 0.94, -0.30], [-0.50, 0.58, -0.46], [-2.45, 0.50, 0.48], [0.12, 0.90, 0.31], [-0.15, 1.10, -1.30], [-0.36, -0.48, -0.57], [1.13, -0.78, 1.54], [2.00, -1.26, 0.66], [1.95, -1.29, -0.57], [2.75, -1.96, 1.22]], "lowdin_charge": [-0.038, -0.277, -0.063, 0.085, 0.050, 0.067, 0.073, -0.236, -0.628, -0.121, 0.088]}

---

Short version: one is the least stable of them.

---

--- one ---
{"formula": "C6H8", "method": "wB97M-V/def2-TZVPD", "mol_weight_g_mol": 80.13, "homo_lumo_gap_ev": 9.83, "smiles": "C1=C[C@H]2C[C@H]2C1", "homo_energy_ev": -8.6, "symbols": ["C", "C", "C", "C", "C", "C", "H", "H", "H", "H", "H", "H", "H", "H"], "coordinates": [[-1.36, 0.31, 0.16], [-0.28, 0.47, -0.86], [1.08, 0.81, -0.34], [1.09, -0.13, 0.86], [0.39, -1.25, 0.59], [-0.61, -0.94, -0.48], [-1.21, 0.24, 1.22], [-2.27, 0.88, -0.05], [-0.64, 0.82, -1.82], [1.22, 1.87, -0.13], [1.88, 0.50, -1.04], [1.28, 0.24, 1.86], [0.34, -2.13, 1.22], [-1.06, -1.69, -1.13]], "lowdin_charge": [-0.061, -0.287, -0.154, -0.109, -0.085, -0.181, 0.087, 0.094, 0.139, 0.110, 0.116, 0.107, 0.103, 0.122]}

---

--- two ---
{"formula": "C6H8", "method": "wB97M-V/def2-TZVPD", "mol_weight_g_mol": 80.13, "homo_lumo_gap_ev": 7.44, "homo_energy_ev": -8.8, "symbols": ["C", "C", "C", "C", "C", "C", "H", "H", "H", "H", "H", "H", "H", "H"], "coordinates": [[-2.94, -0.12, 0.02], [-1.45, -0.24, -0.02], [-0.25, -0.31, -0.05], [1.21, -0.26, -0.09], [1.60, 1.20, -0.02], [2.02, -1.31, 0.01], [-3.48, 0.84, -1.53], [-3.21, 0.83, 1.54], [-3.42, -1.90, -0.02], [2.70, 1.32, 0.12], [1.28, 1.77, -0.86], [1.19, 1.65, 0.87], [1.63, -2.33, -0.01], [3.12, -1.14, 0.04]], "lowdin_charge": [-0.218, -0.313, -0.039, -0.375, -0.069, 0.053, 0.189, 0.193, 0.194, 0.087, 0.071, 0.078, 0.071, 0.079]}

---

Short version: two is the least stable of them.

---

--- one ---
{"formula": "C6H8", "method": "wB97M-V/def2-TZVPD", "mol_weight_g_mol": 80.13, "homo_lumo_gap_ev": 11.10, "smiles": "C#CCC1CC1", "homo_energy_ev": -9.9, "symbols": ["C", "C", "C", "C", "C", "C", "H", "H", "H", "H", "H", "H", "H", "H"], "coordinates": [[-2.80, 0.39, 0.28], [-1.64, 0.58, 0.56], [-0.22, 0.83, 0.83], [0.70, -0.33, 0.47], [1.64, -0.22, -0.70], [0.46, -1.14, -0.77], [-3.82, 0.22, 0.04], [0.08, 1.74, 0.29], [-0.11, 1.07, 1.90], [1.08, -0.88, 1.33], [2.63, -0.64, -0.61], [1.59, 0.70, -1.29], [-0.38, -0.85, -1.39], [0.64, -2.21, -0.72]], "lowdin_charge": [0.105, -0.151, -0.179, -0.297, -0.128, -0.129, 0.021, 0.118, 0.115, 0.130, 0.096, 0.100, 0.099, 0.100]}

---

--- two ---
{"formula": "C6H8", "method": "wB97M-V/def2-TZVPD", "mol_weight_g_mol": 80.13, "homo_lumo_gap_ev": 9.45, "smiles": "C=CC(=C)C=C", "homo_energy_ev": -8.8, "symbols": ["C", "C", "C", "C", "C", "C", "H", "H", "H", "H", "H", "H", "H", "H"], "coordinates": [[2.36, -0.30, 0.39], [1.27, -0.62, -0.31], [0.01, 0.15, -0.30], [0.01, 1.50, -0.30], [-1.25, -0.63, -0.30], [-2.37, -0.30, 0.38], [3.23, -0.98, 0.37], [2.40, 0.57, 1.04], [1.28, -1.55, -0.89], [0.94, 2.07, -0.34], [-0.94, 2.02, -0.22], [-1.24, -1.57, -0.84], [-3.26, -0.93, 0.30], [-2.42, 0.57, 1.04]], "lowdin_charge": [0.009, -0.163, -0.340, 0.065, -0.149, 0.010, 0.059, 0.061, 0.103, 0.068, 0.062, 0.099, 0.054, 0.062]}

---

--- three ---
{"formula": "C6H8", "method": "wB97M-V/def2-TZVPD", "mol_weight_g_mol": 80.13, "homo_lumo_gap_ev": [6.99, 6.99], "homo_energy_ev": [-6.9, -6.9], "symbols": ["C", "C", "C", "C", "C", "C", "H", "H", "H", "H", "H", "H", "H", "H"], "coordinates": [[0.93, 1.66, 0.23], [-1.09, -0.06, -0.12], [1.75, 0.49, 0.03], [1.20, -0.96, -0.08], [-0.30, -1.06, -0.13], [-2.24, 0.83, 0.02], [2.24, 0.67, -0.96], [2.58, 0.32, 0.65], [1.75, -1.49, -0.87], [1.34, -1.48, 0.86], [-0.68, -2.14, 0.03], [-3.10, 0.26, -0.27], [-1.99, 1.82, -0.43], [-2.39, 1.15, 1.04]], "lowdin_charge": [0.222, -0.068, -0.391, -0.219, -0.186, -0.126, 0.122, 0.076, 0.105, 0.096, 0.140, 0.066, 0.087, 0.075]}

---

Short version: three is the least stable of them.

---

--- one ---
{"formula": "C6H8", "method": "wB97M-V/def2-TZVPD", "mol_weight_g_mol": 80.13, "homo_lumo_gap_ev": 10.25, "smiles": "C1=CC1.C=C=C", "homo_energy_ev": -9.1, "symbols": ["C", "C", "C", "C", "C", "C", "H", "H", "H", "H", "H", "H", "H", "H"], "coordinates": [[1.11, 1.45, 0.86], [-0.19, 1.35, 0.96], [-1.43, 1.00, 0.77], [-0.52, -0.70, -1.11], [0.30, -1.62, -0.26], [0.76, -0.66, -1.31], [1.79, 2.07, 1.43], [-1.87, 0.14, 1.28], [-2.05, 1.53, 0.05], [-1.51, -0.47, -1.45], [0.29, -2.69, -0.50], [0.46, -1.41, 0.80], [1.52, 0.80, 0.08], [1.56, -0.33, -1.95]], "lowdin_charge": [0.008, -0.187, -0.038, -0.110, -0.159, -0.107, 0.059, 0.076, 0.070, 0.098, 0.074, 0.078, 0.039, 0.099]}

---

--- two ---
{"formula": "C6H8", "method": "wB97M-V/def2-TZVPD", "mol_weight_g_mol": 80.13, "homo_lumo_gap_ev": 9.30, "homo_energy_ev": -8.3, "symbols": ["C", "C", "C", "C", "C", "C", "H", "H", "H", "H", "H", "H", "H", "H"], "coordinates": [[0.94, 0.82, -0.13], [-1.29, -0.20, 0.75], [1.89, 1.22, 0.67], [-2.55, -0.19, 0.72], [-0.05, -0.01, 0.32], [0.39, -1.05, -0.76], [1.00, 0.80, -1.26], [2.88, 1.40, 0.22], [1.78, 1.55, 1.69], [-3.31, -0.13, 1.45], [-2.97, -0.10, -0.32], [-0.11, -2.08, -0.68], [1.41, -1.30, -0.98], [0.00, -0.72, -1.70]], "lowdin_charge": [-0.263, -0.053, 0.012, -0.001, -0.252, -0.097, 0.139, 0.062, 0.060, 0.039, 0.094, 0.109, 0.074, 0.077]}

---

Short version: two is the least stable of them.